C59H125F18N6O13P2S4 as an isolated structure. Source: the Open Molecules 2025 dataset; level of theory: the ωB97M-V functional and the def2-TZVPD basis.

Positions of all 227 atoms, in Å:
O1 7.6788 -3.3675 -19.5157
S1 7.9268 -6.3733 -20.9644
H1 11.7102 -2.1833 -11.8711
H2 4.6685 -5.9376 -6.3571
H3 4.6626 -0.3464 -17.6866
H4 7.8595 4.9074 -12.5228
H5 2.8260 4.8889 -9.9882
H6 12.1530 -3.7075 -14.9149
C1 9.0928 -0.6925 -6.0068
H7 3.0070 3.4230 -9.2202
H8 8.0155 5.1806 -9.5621
H9 3.2992 -7.5616 -4.1544
C2 5.0328 3.5819 -11.1140
F1 7.1711 -0.5060 -12.6704
H10 1.2323 -3.4631 -9.4347
C3 6.0086 -6.6275 -13.6996
H11 10.1462 1.9952 -5.3010
F2 16.6831 -0.3196 -11.0873
H12 8.4330 3.4730 -13.7888
C4 5.0316 -5.8059 -10.9162
F3 11.4607 3.8290 -12.4220
C5 2.6543 1.2810 -19.0536
C6 12.2468 2.7426 -12.7339
N1 10.3866 0.0271 -6.3421
C7 12.2172 -3.3512 -13.8868
C8 7.5186 2.3936 -15.4191
C9 0.7329 -3.4439 -11.9174
H13 9.4797 1.4707 -7.4043
H14 8.7693 -0.2575 -16.1318
H15 8.2797 -0.0042 -6.2374
F4 5.4614 -0.5318 -14.2557
H16 4.6632 2.5747 -11.3061
C10 5.3408 -3.7922 -8.7193
H17 4.5412 -7.8793 -8.6166
H18 8.4301 2.1674 -15.9723
H19 3.2019 -8.6396 -6.3100
H20 3.3318 2.0532 -18.6892
H21 5.3483 -3.5810 -6.4608
O2 2.9384 -0.0100 -18.6736
C11 4.4487 -6.9551 -6.6802
H22 3.3988 -7.0118 -11.3341
C12 4.8745 -3.1802 -7.3569
C13 5.2126 -4.0336 -18.6336
C14 4.1213 -0.8482 -8.0423
H23 5.2219 -7.4776 -6.1171
H24 8.2068 2.8470 -9.0057
H25 6.7549 5.5885 -11.5070
H26 10.6085 0.8437 -4.2053
C15 10.0106 -4.6144 -13.1662
C16 2.5992 -7.1040 -4.8534
O3 8.0712 -6.5441 -22.3522
H27 10.3832 -5.4642 -13.7381
H28 10.6398 -1.5568 -14.5281
H29 9.2565 -1.1180 -5.0167
H30 4.5480 4.2362 -11.8386
H31 7.5326 -0.6705 -17.2142
H32 11.7032 -1.5784 -4.2918
H33 7.3243 0.1296 -8.8218
C17 0.8304 -0.2096 -13.7571
H34 2.3694 -4.8712 -8.0437
C18 9.7420 -3.0110 -15.8068
C19 3.0744 -7.5576 -6.2758
H35 8.1401 1.7440 -13.6804
H36 6.2327 -7.1720 -14.6169
O4 -1.2677 0.9416 -9.3879
H37 10.9998 -5.2031 -11.3966
C20 7.1824 -8.0458 -20.2258
C21 1.1669 -2.6874 -15.7172
H38 2.7165 -6.0465 -4.6170
H39 10.6938 -2.8978 -16.3260
H40 1.3500 -4.7578 -15.3112
O5 10.4814 0.8974 -12.2547
C22 15.4602 -0.8347 -11.4051
O6 9.2066 -6.0752 -20.3134
H41 4.5027 -0.9474 -9.0586
C23 4.8293 -1.7012 -7.0186
H42 8.9620 -1.6056 -6.5874
C24 14.5262 -4.4748 -13.2607
H43 9.5990 0.4341 -9.7182
C25 8.3532 4.5480 -10.3831
H44 13.0220 -3.8946 -11.9320
H45 5.6989 2.0549 -13.1843
H46 10.7677 -0.7522 -9.2271
H47 6.0771 -6.0203 -10.6947
S2 6.9452 -4.6009 -19.3606
C26 9.9075 -2.3612 -14.4582
P1 4.4466 -5.3600 -9.1326
H48 12.2117 2.6658 -4.7574
H49 4.0541 0.2003 -7.7520
H50 3.6549 0.7766 -16.8240
H51 10.0686 -1.5596 -12.1479
H52 3.0317 -2.2083 -17.4434
H53 9.7794 -4.0919 -15.6715
H54 6.0409 -5.5472 -13.8411
C27 3.4984 4.3937 -9.2877
H55 12.5122 1.9719 -6.2709
H56 4.0610 4.5185 -7.1774
H57 -0.1491 -0.5455 -16.1511
H58 6.8147 1.5900 -15.6358
C28 8.5205 -2.4781 -16.5160
H59 2.5097 -1.6497 -13.8483
H60 3.6819 6.0661 -7.8280
H61 2.1996 -7.5039 -6.9238
H62 1.2788 0.5555 -16.2094
S3 11.7920 1.2366 -11.6949
S4 13.9698 0.1934 -10.7131
H63 9.3569 2.6129 -10.1887
F5 13.5157 3.1979 -12.5880
C29 8.3640 3.0455 -10.0658
C30 2.0254 -3.9027 -15.3380
H64 9.2788 4.9922 -10.7492
H65 13.0011 1.0030 -4.8433
H66 3.0656 -1.0356 -8.2381
H67 14.6640 -4.6797 -14.3224
O7 14.4797 1.5424 -10.5806
F6 4.4957 -2.2528 -13.2321
H68 4.3651 -8.1118 -13.3918
H69 11.4650 -1.3788 -7.3797
C31 2.2378 -3.7201 -9.7677
H70 0.8819 -2.9761 -16.7289
H71 7.9312 1.5859 -11.4399
H72 0.6796 -3.3859 -13.0045
C32 4.6057 -7.0792 -13.1391
P2 5.7880 -1.3443 -12.9106
H73 12.5178 -0.2595 -6.6447
O8 13.5282 -0.4234 -9.5082
H74 5.4827 3.4832 -8.9341
H75 6.3888 -4.0628 -8.8480
H76 12.8796 -2.3923 -5.2269
C33 10.2091 0.7206 -7.7101
H77 2.4748 -4.6744 -11.7253
C34 0.8508 -0.3856 -16.5545
H78 0.8979 0.1422 -12.7277
O9 11.6463 1.8200 -10.3651
F7 6.3565 -7.6842 -19.2318
H79 12.4995 -5.1992 -12.8807
C35 11.8479 -2.0429 -5.2672
H80 2.8910 -0.0669 -14.4900
H81 7.0058 3.2471 -15.8626
H82 1.6633 1.6058 -18.7365
C36 2.1116 -0.8275 -14.4431
H83 2.3815 4.9230 -7.5646
N2 6.5970 -5.1756 -20.7653
H84 2.6278 1.4554 -20.1292
H85 6.7385 -6.9437 -12.9544
C37 8.5526 -0.9472 -16.9475
H86 9.0411 -1.8952 -13.9887
C38 2.5965 -4.9865 -9.1036
H87 11.0803 1.3692 -7.8018
C39 3.6287 -0.1443 -17.4066
H88 12.5868 -2.3371 -14.0390
N3 6.5458 3.3933 -11.6767
H89 10.5202 -3.3220 -10.0442
H90 5.2656 -4.9699 -11.5753
H91 2.6810 -3.9009 -14.4672
H92 0.7776 -0.6000 -17.6207
O10 0.4062 -0.3275 -8.9966
F8 6.2097 -2.3039 -11.6865
H93 2.1520 -5.8759 -9.5501
O11 7.4138 -5.4657 -18.3281
H94 4.8563 -8.0179 -11.2262
C40 7.6776 2.6995 -13.9278
F9 11.9944 2.5319 -14.0286
F10 5.0272 -2.7073 -18.8019
C41 3.1770 -1.4413 -16.6826
H95 5.8858 3.7074 -13.7627
H96 5.8331 -1.3118 -6.8483
C42 7.3528 2.3345 -10.8985
H97 3.7058 -6.5814 -13.5002
H98 2.9088 -3.0582 -11.7499
H99 4.4779 -1.6634 -5.9875
H100 5.4078 5.0698 -9.5456
C43 7.4031 4.7134 -11.5521
H101 0.2701 0.5788 -14.2596
H102 1.6180 -7.5457 -4.6791
H103 11.1852 -2.8851 -5.4664
F11 4.2437 -4.5851 -19.2770
C44 3.4140 5.0122 -7.9025
F12 6.3669 -2.4304 -13.9091
C45 4.4645 -7.0564 -11.5583
O12 8.9319 -1.1825 -8.7265
H104 9.2664 -0.8034 -17.7586
O13 0.6604 1.0193 -10.5341
F13 5.1477 -4.4401 -17.3126
C46 13.0092 -4.2394 -12.9659
C47 4.7782 -6.8988 -8.2037
H105 14.8090 -5.4575 -12.8832
H106 9.0593 -3.1162 -10.7699
H107 9.0114 -4.3127 -13.4805
H108 3.9285 -1.9323 -16.0643
C48 6.3676 2.9157 -13.1890
H109 1.0301 0.2426 -10.1078
F14 15.4328 -0.9445 -12.7533
C49 10.8112 1.1341 -5.2361
F15 5.0266 -0.2915 -11.8951
H110 6.8991 -1.6402 -8.7282
H111 9.2817 -5.5204 -11.2560
C50 7.5766 -0.8857 -9.1279
C51 4.9289 4.0958 -9.6455
H112 6.6902 1.6871 -10.3241
C52 10.6736 -2.4620 -12.0606
C53 2.1411 -3.7123 -11.3366
H113 5.2158 -3.0589 -9.5160
H114 0.2330 -2.5972 -15.1624
H115 8.4259 -3.1131 -17.3969
H116 2.7670 -2.8795 -9.3189
F16 15.3493 -2.0838 -10.9108
H117 0.0892 -0.9586 -13.4783
H118 0.0284 -4.2462 -11.6981
C54 -0.1005 0.5945 -9.6128
N4 1.8118 -1.3298 -15.8953
H119 7.5504 -2.7662 -16.1112
H120 0.2794 -2.4868 -11.6596
H121 3.8304 -3.4058 -7.1404
C55 10.0140 -4.8298 -11.6741
H122 15.2023 -3.6412 -13.0707
H123 2.6055 -4.0949 -16.2406
N5 13.0432 0.0848 -11.9797
H124 7.4922 -0.8412 -10.2137
F17 6.3600 -8.6366 -21.1446
F18 8.0892 -8.9020 -19.8771
H125 5.8646 -6.9592 -8.2685
N6 10.7266 -3.2372 -13.4470
C56 10.0772 -3.4000 -11.0371
C57 12.2608 1.6935 -5.2475
C58 11.6549 -0.8881 -6.4250
C59 9.9099 -0.1803 -8.8733

Results
total charge = +1
gap between HOMO and LUMO = 5.49 eV